# 1
DFT (ωB97M-V/def2-TZVPD) results for a structure of composition C42H57Cl2F6InN5O4S2Se2Si2Te at a distorted geometry.

```
124
Properties=species:S:1:pos:R:3
C -2.05 -2.92 0.16
N 1.36 2.64 -1.94
H 4.89 0.73 -7.93
H 4.96 3.92 -0.90
H 0.91 6.58 4.49
C -4.57 -0.17 -4.60
H 2.87 -1.41 8.04
H 1.10 -4.89 -0.18
H -4.20 1.88 -4.12
N 1.58 2.56 -4.28
H 5.11 0.03 -5.57
C 3.16 1.93 -7.55
C 4.11 -1.53 4.19
C 1.94 6.31 4.27
C 2.11 2.03 -0.89
C 1.07 4.83 1.68
C 1.58 0.92 -0.25
Si 2.02 4.65 3.32
H -0.49 0.97 -5.08
H 3.48 -1.76 -3.09
In -0.50 0.28 -0.80
F -2.81 3.06 0.02
C 1.31 3.27 4.40
H -0.80 -3.06 4.67
C 1.44 -3.62 1.50
H -4.62 -2.30 -4.91
H 3.43 -2.31 3.89
H 3.91 3.54 2.12
H 0.15 2.88 -6.71
O -5.25 0.26 0.66
H 4.20 -0.84 3.36
C 0.52 -4.21 0.46
H -2.52 -3.90 0.00
C 4.31 0.70 -5.86
C -3.88 0.86 -4.00
H 1.52 0.94 6.15
H 5.20 2.02 0.43
C 4.76 0.71 6.23
H 1.98 -0.73 1.03
O -1.81 2.87 2.71
C -0.18 -0.89 -6.08
H 0.30 -2.83 -6.84
H 5.74 0.26 6.39
H -2.68 -2.13 -0.24
C 0.05 0.04 -5.09
F -0.94 1.11 4.95
H -0.88 -0.66 -6.87
C 4.19 1.08 -7.19
C 2.24 2.40 -6.62
N -1.30 -1.03 -2.17
H 2.48 6.27 5.21
H -1.00 -4.22 3.34
C -3.03 -1.73 -3.64
H 4.87 1.46 5.45
C 3.25 -1.87 7.13
C 1.33 -2.41 -5.01
F -1.69 -0.68 4.01
C -2.30 -0.72 -2.94
C 2.39 0.16 0.57
C -1.88 0.64 4.13
H 3.06 2.24 -8.58
H 4.39 3.92 3.76
H 5.08 -1.98 4.37
C 4.19 1.71 0.23
Cl -2.46 -3.34 -3.41
H 1.22 4.30 -6.69
H 2.37 7.11 3.68
C 1.81 0.24 5.37
H 4.36 -0.09 1.38
H 1.07 3.89 1.13
Te 1.81 1.36 3.49
H 1.81 -3.37 -4.97
C -4.06 2.56 0.07
O -2.96 0.22 -0.18
H 4.00 3.61 -2.35
Cl -1.87 1.93 -2.58
H 4.20 -2.35 7.37
S -3.93 0.79 0.70
H 1.87 -4.40 2.14
C 1.30 1.86 -3.09
H 3.55 0.89 -3.88
H 0.04 5.10 1.85
H 1.08 3.32 -8.15
H -5.44 0.03 -5.20
F -4.58 2.66 -1.15
C 3.85 4.29 2.90
Si 3.46 -0.59 5.72
C 3.41 2.47 -0.62
C 0.93 -0.26 -4.04
F -3.05 0.81 4.76
H 1.65 3.59 -2.14
H 2.24 -2.89 -2.52
H 2.21 -1.19 -1.99
C 1.10 3.28 -7.06
C 3.43 1.17 -4.91
C 0.48 -2.11 -6.06
H 4.48 1.22 7.14
H 1.52 5.59 1.04
H 4.37 5.18 2.54
S -1.96 1.47 2.44
H 2.26 -3.07 1.02
H 1.73 3.28 5.40
C 3.71 0.53 0.78
H 0.47 -4.26 4.35
C -0.29 -3.62 3.90
N -3.43 1.02 2.15
H 2.55 -2.65 6.84
Se 0.58 -2.32 2.72
C 2.39 2.02 -5.28
O -0.95 0.86 1.62
H 0.92 3.27 -4.55
H -1.87 -2.75 1.22
H 3.33 4.58 -1.01
C 2.43 -1.86 -2.83
C -4.11 -1.48 -4.44
C -2.76 0.60 -3.24
F -4.78 3.34 0.87
H 0.23 3.35 4.47
C 1.55 -1.51 -3.98
H -0.28 -4.79 0.92
C 3.95 3.72 -1.26
N 1.11 0.61 -2.98
H 1.02 -0.51 5.30
Se -0.36 -2.84 -0.79
```

Frontier orbital gap ... 5.90 eV
Calculated total energy ... -282057.1022 eV
Energy relative to the best compared isomer or geometry (same formula, charge and spin) ... 46.7 kcal per mole
Total charge ... -1
E_LUMO ... 2.0 eV

***

# 2
DFT (ωB97M-V/def2-TZVPD) results for a structure of composition C42H57IN5OSiTi at a distorted geometry.

```
108
Properties=species:S:1:pos:R:3
H -2.32 -3.98 -1.39
H -0.79 -2.17 -0.75
C -0.15 1.14 -1.87
H 2.27 -2.22 1.69
C -3.66 -1.58 -0.45
H 4.81 -3.43 -1.98
C 0.37 0.20 -2.74
C -0.98 -1.75 3.76
C -0.98 2.15 -2.45
H -4.48 2.12 2.18
H -0.78 -2.75 4.18
H -3.09 -0.17 4.77
H -3.63 1.84 -0.06
H -3.57 3.10 3.32
N 4.37 1.71 0.80
C -0.51 -2.80 -1.59
H -2.71 -1.62 -1.00
I -0.60 3.52 0.18
C 3.71 3.65 -4.29
H 4.34 -2.75 1.66
H 3.23 4.63 -4.23
H -2.06 -3.20 0.85
C -3.27 -2.52 3.16
C -1.39 -2.96 1.67
H -1.34 -1.13 4.57
H -2.84 0.78 -1.22
C 0.98 -2.96 -1.64
C 1.52 -3.85 -2.56
C -3.74 -0.32 0.43
C 4.29 -1.60 -0.19
C 3.74 -3.32 -1.88
H 5.29 1.69 1.22
C 4.22 2.17 -0.46
H 5.79 -1.78 1.37
H -1.19 0.99 -5.66
C 1.83 -1.30 1.32
H 6.39 2.20 -0.88
H 1.45 2.96 2.67
H 0.42 -0.65 -4.74
H 3.85 -0.70 0.23
C 2.81 2.96 -2.13
H 3.27 -4.74 -3.41
N 3.00 2.36 -0.91
Si -2.21 -0.18 1.65
H -3.82 -1.86 3.83
H -0.43 -2.66 1.25
N 1.40 -1.23 0.10
C 2.45 -0.08 3.45
H -4.60 0.87 -1.18
H -0.83 -2.25 -2.48
C -1.38 2.08 -3.81
C -3.57 0.60 4.18
H 6.00 3.04 -3.20
H -0.89 -4.74 -0.68
H -1.11 -4.72 -2.43
O 1.74 3.33 -2.56
C -2.68 4.11 -3.57
H -0.89 2.35 2.95
H 3.57 1.71 1.42
H -5.25 -1.16 1.80
C -0.88 1.03 -4.62
H -3.81 1.43 4.86
H 5.02 -1.24 -0.92
H -2.57 2.98 -5.37
C -1.40 3.29 -1.73
H -1.67 2.35 4.53
C 0.00 0.13 -4.11
Ti 0.20 0.58 0.15
H 0.84 -4.40 -3.20
C 5.19 2.85 -2.50
H 1.06 -0.55 -2.39
H -3.78 -2.50 0.12
H -4.52 0.20 3.82
H -2.97 2.87 1.68
H -5.89 -0.47 0.31
C 1.71 1.91 2.76
C 2.88 -4.04 -2.68
C -1.25 -4.13 -1.52
H -0.71 0.95 4.00
C 3.26 -2.40 -0.95
H -1.22 -3.88 2.24
H -5.37 0.58 1.61
H 5.51 -3.27 0.46
H -3.01 -3.42 3.72
C 5.39 2.40 -1.25
H 4.66 3.74 -4.81
C -3.47 2.37 2.50
C -1.42 1.72 3.66
N 3.95 3.13 -2.96
C 2.39 1.27 3.79
N 1.36 1.04 1.79
C -5.13 -0.34 1.09
C 5.02 -2.39 0.89
C 1.81 -0.20 2.22
C -3.70 0.86 -0.55
C -1.98 -1.89 2.60
C -2.26 3.07 -4.33
H -4.46 -1.55 -1.19
C 1.86 -2.24 -0.82
C -2.70 1.15 3.04
C -2.22 4.24 -2.24
H -3.34 4.86 -3.98
H 2.90 -0.89 4.01
H 3.05 2.99 -4.84
H -2.51 5.10 -1.65
H -0.03 -1.34 3.42
H -3.95 -2.82 2.36
H 2.77 1.74 4.68
```

Frontier orbital gap (alpha / beta) ... 6.93 / 6.79 eV
Calculated total energy ... -93072.0566 eV
2S+1 ... 2
Energy relative to the best compared isomer or geometry (same formula, charge and spin) ... 35.5 kcal per mole
Total charge ... 0
E_LUMO (alpha / beta) ... -0.1 / -0.2 eV